Formula: C5H9NO
Source: the Open Molecules 2025 dataset
Level of theory: the ωB97M-V functional and the def2-TZVPD basis

The geometry in XYZ format:
```
16
Properties=species:S:1:pos:R:3
C 1.098 0.921 -0.156
C 0.320 0.016 0.746
C -0.406 -1.093 0.356
C -1.020 -1.649 1.504
N -0.762 -0.767 2.509
C 0.090 0.216 2.114
H 1.847 1.600 0.251
H 1.636 0.388 -0.940
H 0.391 1.554 -0.702
H -0.418 -1.724 -0.517
H -2.014 -2.083 1.546
H -1.278 -0.715 3.351
H 0.171 1.064 2.774
O 0.202 1.105 -4.290
H 0.598 0.426 -4.823
H -0.457 0.741 -3.724
```

Results
LUMO energy (eV): 0.89
Energy relative to the best compared isomer or geometry (same formula, charge and spin) (eV): 1.647
Calculated total energy (eV): -8867.5656
SMILES: Cc1cc[nH]c1.O
Frontier orbital gap (eV): 8.97

Atom charges from the Mulliken analysis, given in e for atoms 1 to 5:
1 C -1.221
2 C 0.681
3 C -0.418
4 C -0.527
5 N 0.009

Formula: C5H9NO
Source: the Open Molecules 2025 dataset
Level of theory: the ωB97M-V functional and the def2-TZVPD basis

The geometry in XYZ format:
```
16
Properties=species:S:1:pos:R:3
C -0.862 -1.534 0.741
C 0.270 -1.234 -0.211
N -0.097 -0.831 -1.569
C 0.600 0.124 -0.713
C -0.173 1.361 -0.305
C 0.441 2.030 0.907
O 1.628 2.222 1.028
H -1.718 -0.880 0.556
H -1.206 -2.564 0.604
H -0.544 -1.417 1.784
H 1.123 -1.905 -0.108
H 0.530 -1.231 -2.261
H 1.653 0.315 -0.914
H -1.220 1.112 -0.118
H -0.163 2.087 -1.131
H -0.261 2.344 1.709
```

Results
LUMO energy (eV): 1.05
Energy relative to the best compared isomer or geometry (same formula, charge and spin) (eV): 2.019
Calculated total energy (eV): -8867.1931
SMILES: C[C@H]1N[C@H]1CC=O
Frontier orbital gap (eV): 10.82

Atom charges from the Mulliken analysis, given in e for atoms 1 to 5:
1 C -1.346
2 C 0.136
3 N -0.635
4 C -0.139
5 C -0.578

Formula: C5H9NO
Source: the Open Molecules 2025 dataset
Level of theory: the ωB97M-V functional and the def2-TZVPD basis

The geometry in XYZ format:
```
16
Properties=species:S:1:pos:R:3
C -0.128 -1.429 -1.447
C -0.044 -1.780 -0.177
C 0.596 -0.957 0.895
C 0.681 0.559 0.626
N -0.602 1.062 0.183
C -0.880 2.336 -0.160
O -1.994 2.753 -0.389
H 0.295 -0.536 -1.883
H -0.517 -2.133 -2.162
H -0.234 -2.822 0.059
H 1.628 -1.305 0.984
H 0.179 -1.064 1.898
H 0.896 1.151 1.521
H 1.540 0.696 -0.011
H -1.423 0.476 0.205
H 0.007 2.992 -0.142
```

Results
LUMO energy (eV): 0.88
Energy relative to the best compared isomer or geometry (same formula, charge and spin) (eV): 1.560
Calculated total energy (eV): -8867.6529
SMILES: C=CCCNC=O
Frontier orbital gap (eV): 10.42

Atom charges from the Mulliken analysis, given in e for atoms 1 to 5:
1 C -0.705
2 C -0.197
3 C -0.500
4 C -0.797
5 N -0.081

Formula: C5H9NO2
Source: the Open Molecules 2025 dataset
Level of theory: the ωB97M-V functional and the def2-TZVPD basis

The geometry in XYZ format:
```
17
Properties=species:S:1:pos:R:3
C 2.771 0.146 0.006
N 1.650 0.597 -0.406
O 0.732 -0.470 -0.467
C -0.566 -0.027 -0.013
C -1.488 -0.914 -0.877
C -0.679 -0.243 1.477
C -0.664 1.400 -0.556
O -0.682 2.428 0.083
H 2.986 -0.821 0.410
H 3.640 0.786 -0.132
H -1.118 -1.935 -0.735
H -2.505 -0.902 -0.555
H -1.389 -0.655 -1.936
H -0.396 -1.351 1.632
H 0.081 0.391 1.949
H -1.711 0.064 1.854
H -0.664 1.506 -1.734
```

Results
LUMO energy (eV): 0.92
Energy relative to the best compared isomer or geometry (same formula, charge and spin) (eV): 3.459
Calculated total energy (eV): -10913.1165
SMILES: C=NOC(C)(C)C=O
Frontier orbital gap (eV): 10.48

Atom charges from the Mulliken analysis, given in e for atoms 1 to 5:
1 C -0.319
2 N -0.414
3 O -0.209
4 C 1.465
5 C -1.518

Formula: C5H9NO2
Source: the Open Molecules 2025 dataset
Level of theory: the ωB97M-V functional and the def2-TZVPD basis

The geometry in XYZ format:
```
17
Properties=species:S:1:pos:R:3
C 1.875 -0.775 -0.604
O 0.842 -0.233 -1.440
N -0.422 -0.148 -0.819
C -0.694 -1.292 -0.067
C -1.028 -0.935 1.205
C -0.968 0.538 1.529
C -0.316 1.006 0.156
O -0.957 2.118 -0.376
H 2.137 -0.122 0.207
H 2.600 -0.994 -1.341
H 1.556 -1.729 -0.085
H -0.829 -2.220 -0.605
H -1.427 -1.658 1.931
H -1.938 0.940 1.586
H -0.357 0.874 2.334
H 0.797 1.270 0.384
H -0.500 2.431 -1.225
```

Results
LUMO energy (eV): 0.91
Energy relative to the best compared isomer or geometry (same formula, charge and spin) (eV): 3.984
Calculated total energy (eV): -10912.5917
SMILES: CON1C=CC[C@@H]1O
Frontier orbital gap (eV): 9.57

Atom charges from the Mulliken analysis, given in e for atoms 1 to 5:
1 C -0.637
2 O -0.306
3 N -0.040
4 C -0.646
5 C -0.189

Formula: C5H9NO2
Source: the Open Molecules 2025 dataset
Level of theory: the ωB97M-V functional and the def2-TZVPD basis

The geometry in XYZ format:
```
17
Properties=species:S:1:pos:R:3
H -0.279 3.289 0.950
N 0.465 2.602 0.853
C 0.175 1.471 0.465
O -1.386 0.945 0.281
C -0.890 0.015 -0.618
C -1.451 -1.387 -0.483
C 0.701 0.223 -0.117
C 1.182 -0.795 0.896
O 1.675 0.370 -1.154
H -0.928 0.355 -1.673
H -2.454 -1.415 -0.919
H -0.825 -2.113 -1.009
H -1.539 -1.680 0.565
H 1.318 -1.765 0.412
H 2.142 -0.495 1.325
H 0.458 -0.906 1.706
H 1.635 1.286 -1.479
```

Results
LUMO energy (eV): 0.88
Energy relative to the best compared isomer or geometry (same formula, charge and spin) (eV): 2.366
Calculated total energy (eV): -10914.2102
SMILES: [H]/N=C1\O[C@H](C)[C@@]1(C)O
Frontier orbital gap (eV): 10.54

Atom charges from the Mulliken analysis, given in e for atoms 1 to 5:
1 H 0.306
2 N -0.590
3 C -0.058
4 O -0.507
5 C 0.296

Formula: C5H9NO2
Source: the Open Molecules 2025 dataset
Level of theory: the ωB97M-V functional and the def2-TZVPD basis

The geometry in XYZ format:
```
17
Properties=species:S:1:pos:R:3
N -0.073 -2.068 1.027
C 0.196 -0.681 1.082
C 1.582 -0.191 0.875
C 0.709 -0.082 -0.306
C 0.175 1.331 -0.720
C -1.113 1.183 -1.431
O -1.262 1.236 -2.618
O -2.082 0.873 -0.571
H 0.641 -2.917 0.740
H -1.261 -1.926 0.697
H -0.333 -0.021 1.927
H 1.972 0.878 1.360
H 2.264 -0.964 1.038
H 0.456 -0.974 -0.850
H 1.016 1.771 -1.182
H 0.046 1.871 0.325
H -2.931 0.683 -1.393
```

Results
LUMO energy (eV): 0.51
Energy relative to the best compared isomer or geometry (same formula, charge and spin) (eV): 4.986
Calculated total energy (eV): -10911.5899
SMILES: N[C@H]1C[C@@H]1CC(=O)O
Frontier orbital gap (eV): 8.78

Atom charges from the Mulliken analysis, given in e for atoms 1 to 5:
1 N -0.620
2 C 0.056
3 C -0.849
4 C -0.291
5 C -0.519

Formula: C5H9NO2
Source: the Open Molecules 2025 dataset
Level of theory: the ωB97M-V functional and the def2-TZVPD basis

The geometry in XYZ format:
```
17
Properties=species:S:1:pos:R:3
C -1.197 -0.742 2.147
C -0.490 -0.966 1.119
C -0.428 -0.103 -0.101
C -1.202 1.270 0.013
N -0.954 -0.819 -1.278
C 1.115 0.307 -0.358
O 1.956 0.283 0.463
O 1.334 0.648 -1.625
H -1.734 0.103 2.184
H -1.493 -1.628 2.885
H 0.356 -1.799 1.171
H -2.302 0.826 0.153
H -1.097 1.826 -0.635
H -0.866 1.724 0.916
H -0.570 -1.796 -1.480
H -0.826 -0.381 -2.068
H 2.108 0.823 -1.810
```

Results
LUMO energy (eV): 0.69
Energy relative to the best compared isomer or geometry (same formula, charge and spin) (eV): 4.623
Calculated total energy (eV): -10911.9528
SMILES: C=C[C@](C)(N)C(=O)O
Frontier orbital gap (eV): 9.89

Atom charges from the Mulliken analysis, given in e for atoms 1 to 5:
1 C -0.716
2 C -0.470
3 C 1.760
4 C -2.218
5 N -0.756

Formula: C5H9NO2
Source: the Open Molecules 2025 dataset
Level of theory: the ωB97M-V functional and the def2-TZVPD basis

The geometry in XYZ format:
```
17
Properties=species:S:1:pos:R:3
C 1.311 -1.289 -1.192
C 1.173 1.108 0.570
C -2.110 0.638 0.433
C -0.953 0.326 -0.483
C 0.271 -0.321 0.208
O 2.190 -0.377 -1.283
N 0.197 -1.083 1.233
O -0.969 0.526 -1.666
H -0.113 -2.029 1.026
H 1.595 -2.252 -0.737
H 0.587 -1.415 -2.013
H 1.498 1.590 -0.348
H 2.038 0.804 1.146
H 0.465 1.714 1.127
H -1.760 1.073 1.369
H -2.817 1.293 -0.072
H -2.602 -0.305 0.683
```

Results
LUMO energy (alpha / beta) (eV): -1.30 / -1.30
Energy relative to the best compared isomer or geometry (same formula, charge and spin) (eV): 4.984
Calculated total energy (eV): -10911.5912
Frontier orbital gap (alpha / beta) (eV): 7.84 / 7.84

Atom charges from the Mulliken analysis, given in e for atoms 1 to 5:
1 C -0.142
2 C -1.315
3 C -1.125
4 C 0.571
5 C 0.805

Formula: C5H9NO2
Source: the Open Molecules 2025 dataset
Level of theory: the ωB97M-V functional and the def2-TZVPD basis

The geometry in XYZ format:
```
17
Properties=species:S:1:pos:R:3
C 0.147 1.379 -1.349
C 0.461 0.060 -0.682
O 1.157 -0.813 -1.182
C 0.861 0.443 0.921
N 1.729 -0.475 1.376
O 0.507 1.447 1.498
H -0.186 1.201 -2.369
H 1.054 1.982 -1.379
H -0.592 1.922 -0.764
H 2.144 -0.371 2.288
H 2.038 -1.178 0.718
C -1.412 -0.902 0.813
C -1.588 -0.905 -0.532
H -0.935 -1.730 1.314
H -1.757 -0.090 1.434
H -2.232 -0.173 -0.996
H -1.396 -1.797 -1.110
```

Results
LUMO energy (eV): 0.41
Energy relative to the best compared isomer or geometry (same formula, charge and spin) (eV): 2.280
Calculated total energy (eV): -10914.2953
SMILES: CC(=O)C(N)=O.C=C
Frontier orbital gap (eV): 9.20

Atom charges from the Mulliken analysis, given in e for atoms 1 to 5:
1 C -1.285
2 C 1.046
3 O -0.658
4 C 0.184
5 N -0.323

Formula: C5H9NO2
Source: the Open Molecules 2025 dataset
Level of theory: the ωB97M-V functional and the def2-TZVPD basis

The geometry in XYZ format:
```
17
Properties=species:S:1:pos:R:3
O -1.433 1.129 1.604
C -1.503 1.165 0.360
O -1.480 0.113 -0.531
C -1.677 2.419 -0.511
H -0.707 2.961 -0.783
H -2.224 2.201 -1.402
H -2.229 3.228 0.038
C 1.754 -1.754 -0.119
C 1.629 -2.765 0.800
C 0.350 0.295 -0.129
N 0.620 -1.038 -0.619
H 2.761 -1.392 -0.461
H 0.651 -3.039 1.237
H 2.397 -3.444 1.055
H 0.697 1.074 -0.859
H 0.617 0.397 0.903
H -0.223 -1.550 -0.582
```

Results
LUMO energy (eV): -0.22
Energy relative to the best compared isomer or geometry (same formula, charge and spin) (eV): 4.567
Calculated total energy (eV): -10912.0091
Frontier orbital gap (eV): 8.92

Atom charges from the Mulliken analysis, given in e for atoms 1 to 5:
1 O -0.626
2 C 0.887
3 O -0.476
4 C -1.030
5 H 0.266

Formula: C5H9NO2
Source: the Open Molecules 2025 dataset
Level of theory: the ωB97M-V functional and the def2-TZVPD basis

The geometry in XYZ format:
```
17
Properties=species:S:1:pos:R:3
C 0.734 0.180 -2.312
C 0.040 -0.335 -1.332
C -0.149 0.019 0.312
C 1.224 0.207 0.962
N -0.790 -1.257 0.838
C -1.093 1.236 0.547
O -1.054 2.246 -0.104
O -2.081 0.908 1.410
H 0.599 -0.368 -3.276
H 1.368 1.046 -2.286
H -0.662 -1.197 -1.495
H 2.063 -0.108 0.430
H 1.150 -0.194 1.933
H 1.657 1.267 1.166
H -0.414 -1.640 1.689
H -0.569 -1.928 0.134
H -2.025 -0.084 1.384
```

Results
LUMO energy (eV): 0.74
Energy relative to the best compared isomer or geometry (same formula, charge and spin) (eV): 2.102
Calculated total energy (eV): -10914.4732
SMILES: C=C[C@](C)(N)C(=O)O
Frontier orbital gap (eV): 10.81

Atom charges from the Mulliken analysis, given in e for atoms 1 to 5:
1 C -0.863
2 C -0.465
3 C 1.849
4 C -1.483
5 N -0.846